Record 1
The ion C7H10N3 with charge +1 at a distorted geometry. Source: OMol25; level of theory: ωB97M-V/def2-TZVPD.

Output
E_LUMO	-4.869	eV
total charge	+1
frontier orbital gap	0.2811	Eh
calculated total energy	-436.53207	Ha

Geometry as XYZ:
```
20
C7H10N3 (ωB97M-V/def2-TZVPD)
H 0.26648 0.06925 -1.87466
H -1.48311 0.24849 -2.22924
H -2.76942 -1.61311 0.78759
C -0.97326 0.83803 -0.08914
N 0.11632 -0.94532 0.56091
C -2.29007 -0.75868 0.27854
C 1.42174 -1.19694 -0.02768
N -2.41464 0.56380 0.25631
H 2.98419 0.13175 -0.78222
C 0.13775 0.41184 0.90053
H -3.12713 1.21320 0.65180
C 1.51190 1.07721 0.47620
H 1.28537 -2.00666 -0.78835
H 2.08787 1.25551 1.42509
H 2.01992 -1.59706 0.74425
C -1.03346 -0.86553 -0.40513
H -0.07178 0.72121 1.97774
H 1.10696 2.03366 -0.05262
N 1.97022 0.11141 -0.42155
C -0.74585 0.30794 -1.38835
```


Record 2
A cluster of 2 separate species, C7H10N4 in total at a distorted geometry. Source: OMol25; level of theory: ωB97M-V/def2-TZVPD.

Output
E_LUMO	0.956	eV
total charge	0
frontier orbital gap	0.3685	Eh
calculated total energy	-491.58192	Ha

Geometry as XYZ:
```
21
C7H10N4 (ωB97M-V/def2-TZVPD)
C -2.57364 -0.02679 1.09230
C -3.31705 0.49994 -0.06549
H 2.96724 1.91255 -0.20533
H -1.14388 1.14755 -0.13175
C -1.87452 0.33988 -0.19124
H 4.34782 0.53222 0.87205
N 2.59105 -0.12670 0.27484
C 3.87576 -0.37957 0.82274
N -1.61028 -1.46129 -1.95615
C 2.39441 1.04002 -0.41509
C -1.31300 -0.67194 -1.06501
N 1.52795 -0.93373 0.08621
H 3.67989 -0.81387 1.90916
H -4.07902 -0.12988 -0.66121
H -3.76058 1.51487 -0.04828
H -2.62887 -1.45287 -2.12210
H -2.57419 0.63870 1.97400
N 1.19540 0.96572 -0.97923
H 4.37450 -1.25864 0.21611
C 0.76715 -0.29371 -0.76244
H -2.84616 -1.04248 1.35587
```


Record 3
The molecule C7H10N4S at a distorted geometry. Source: OMol25; level of theory: ωB97M-V/def2-TZVPD.

Output
E_LUMO	0.642	eV
total charge	0
frontier orbital gap	0.3287	Eh
calculated total energy	-889.83417	Ha

Geometry as XYZ:
```
22
C7H10N4S (ωB97M-V/def2-TZVPD)
H -3.32271 -0.70222 -1.70391
H 4.57551 -1.47605 -0.54077
N 1.51116 -0.20151 -0.31704
C -0.80420 0.18898 -0.11365
H -3.17393 -0.90181 -0.07228
H -0.23267 -0.69634 1.99004
N 2.42847 -2.24595 -0.67258
C 0.48480 0.77084 -0.48361
H 1.77602 2.21686 -1.07827
H 0.01841 2.80070 -1.04189
C 3.47191 -1.31694 -0.42186
C 1.32368 -1.51966 -0.62372
H 4.91460 1.03502 0.92016
N -1.66910 0.11586 -0.99700
C 2.88361 -0.08687 -0.16406
S 3.77925 1.37912 0.39115
H -1.22836 0.68326 1.93355
H -1.81148 -1.08078 1.44566
H 0.30591 -1.93014 -0.74281
C -1.01486 -0.26989 1.35424
N -2.96666 -0.17168 -0.89692
C 0.71122 2.00936 -0.94982
```


Record 4
A cluster of 2 separate species, C7H10N5 in total at a distorted geometry. Source: OMol25; level of theory: ωB97M-V/def2-TZVPD.

Output
E_LUMO	-5.428	eV
total charge	+1
frontier orbital gap	0.2927	Eh
calculated total energy	-546.17978	Ha

Geometry as XYZ:
```
22
C7H10N5 (ωB97M-V/def2-TZVPD)
N -1.54027 0.22240 -0.70946
C 0.57435 0.88153 -1.52424
H 0.04014 1.57024 -2.18471
H 2.65022 1.28111 -2.08733
H 2.25576 -1.59544 1.13774
H -0.07608 -1.83157 2.32473
H 0.03533 -1.88889 -0.20640
C 1.92515 0.84669 -1.49153
H -4.23053 -0.97887 -0.24065
H -1.78009 1.08813 -1.33894
C 0.40235 -0.94268 0.27052
C 1.93291 -0.89382 0.31253
H 3.70566 0.09075 -0.40077
C -0.22656 0.07838 -0.61493
C 2.61405 0.00510 -0.52472
H -1.23159 -0.72861 1.54265
H 0.35966 -0.33436 2.29767
N -3.60549 -0.25496 -0.46886
C -0.20738 -0.99474 1.72170
N -0.27776 2.04150 1.18060
N -0.83240 2.99965 1.26801
N -2.48745 -0.66153 -0.26363
```


Record 5
A structure of composition C7H10NO2S at a distorted geometry. Source: OMol25; level of theory: ωB97M-V/def2-TZVPD.

Output
E_LUMO	3.655	eV
total charge	-1
frontier orbital gap	0.2413	Eh
calculated total energy	-876.11106	Ha

Geometry as XYZ:
```
21
C7H10NO2S (ωB97M-V/def2-TZVPD)
C 3.30708 -0.37286 0.39406
H -1.93532 0.99595 -0.33190
C -1.28033 -0.96053 0.18687
H 3.34170 0.56884 2.14206
H 3.49365 -1.15015 2.46481
S 3.04367 1.08199 -0.67341
O 2.81356 -2.24455 -1.10150
H 4.94431 -0.00303 1.76599
C -0.96711 0.03666 -2.11000
C -1.04006 0.32194 -0.64947
O 0.90311 3.03825 -0.65578
H -1.67466 -0.83522 1.23564
C 0.78859 1.87554 -0.57732
H -0.69271 0.86682 -2.64131
H -0.24256 -1.33058 0.36549
N 0.20145 0.84700 -0.26361
H -1.98354 -0.31962 -2.53373
C 3.89696 -0.33290 1.73416
H -1.75134 -1.81307 -0.32309
C 2.93493 -1.32268 -0.38169
H -0.29957 -0.76346 -2.05248
```


Record 6
A cluster of 2 separate species, C7H10NOS in total at a distorted geometry. Source: OMol25; level of theory: ωB97M-V/def2-TZVPD.

Output
E_LUMO (alpha / beta)	-5.398 / -7.357	eV
total charge	+1
frontier orbital gap (alpha / beta)	0.3038 / 0.2312	Eh
calculated total energy	-800.43719	Ha

Geometry as XYZ:
```
20
C7H10NOS (ωB97M-V/def2-TZVPD)
H 1.86050 -0.96410 -2.51891
S 1.38505 0.30117 -0.21029
H 3.21004 -0.63295 -1.40021
H 1.91285 -1.91452 -1.10445
N 3.30194 -0.21001 1.45331
C -1.03371 -0.87170 0.89675
H 3.59707 -0.36387 0.55519
H -2.90197 -1.03056 2.14389
C -2.38503 -0.58191 1.33847
H 3.60366 0.87769 1.77886
C -3.16641 0.34055 0.62226
C -1.31109 0.96259 -0.69507
H -3.23410 1.72589 -1.06106
C -2.67130 0.98864 -0.50238
H -0.86179 1.61567 -1.48494
H -4.17995 0.54539 0.74713
O 1.67152 1.62586 -0.52556
C 2.17588 -0.88962 -1.50245
C -0.46606 0.05119 -0.01846
H -0.50711 -1.57541 1.48793
```


Record 7
The molecule C7H10O at a distorted geometry. Source: OMol25; level of theory: ωB97M-V/def2-TZVPD.

Output
E_LUMO	0.299	eV
total charge	0
frontier orbital gap	0.3307	Eh
calculated total energy	-347.81559	Ha

Geometry as XYZ:
```
18
C7H10O (ωB97M-V/def2-TZVPD)
H -2.73956 -1.75157 -0.25495
H 0.87018 2.86761 -0.15411
H 1.89588 1.25382 -0.64882
H 0.31966 1.62938 -1.23868
C 0.23878 0.88561 0.83007
C 0.33040 -0.49983 0.39313
H -0.85085 1.27387 0.90145
C 2.68486 -1.20399 -0.39366
H 3.67030 -1.51142 -0.48422
H 0.73242 1.03986 1.82486
H -0.52406 -2.37934 -0.21464
C -2.08308 -0.92807 0.20345
C -0.71347 -1.35459 -0.00390
C 1.64354 -0.86866 0.15315
C 0.88944 1.74742 -0.28207
H -1.79948 0.36450 -1.40153
H -2.22954 -0.86868 1.27028
O -2.33543 0.30407 -0.49979
```


Record 8
A cluster of 2 separate species, C7H10O in total at a distorted geometry. Source: OMol25; level of theory: ωB97M-V/def2-TZVPD.

Output
E_LUMO	0.866	eV
total charge	0
frontier orbital gap	0.3728	Eh
calculated total energy	-347.80598	Ha

Geometry as XYZ:
```
18
C7H10O (ωB97M-V/def2-TZVPD)
H -0.44790 2.33308 -1.27986
C -0.58394 1.56360 -0.56605
H 2.06073 0.84618 0.13799
H -1.86272 0.10711 -1.78187
H 2.31659 -1.01494 -0.01371
H -2.43961 -0.95941 0.60821
C -0.08196 1.49652 0.66216
C 0.14176 -0.88560 -0.90170
H 0.15525 -2.05121 1.21920
C -0.15324 -1.17774 0.54491
C -1.50766 -0.48338 0.41825
H 0.59756 2.18329 1.11276
C -0.46122 0.11585 1.25853
O 2.76945 0.07160 -0.03001
H 1.15045 -0.54449 -1.16188
C -1.11303 0.09682 -0.97205
H -0.03940 -1.65828 -1.59341
H -0.50109 -0.03903 2.33854
```


Record 9
A structure of composition C7H10O at a distorted geometry. Source: OMol25; level of theory: ωB97M-V/def2-TZVPD.

Output
E_LUMO	0.429	eV
total charge	0
frontier orbital gap	0.3173	Eh
calculated total energy	-347.81777	Ha

Geometry as XYZ:
```
18
C7H10O (ωB97M-V/def2-TZVPD)
C -0.39058 -0.18164 -0.27401
O -0.18067 2.21057 0.87280
H 1.73899 -1.99131 -0.33444
H 1.04791 -3.10428 0.85868
C -0.34406 -1.18272 1.96474
H -0.08216 1.87958 -2.44411
H -0.17596 -0.37798 -1.32056
C -1.29149 0.85463 -0.02518
C 0.01148 -1.22194 0.67794
H 0.25639 -2.86080 -0.70199
C 0.34749 2.34070 -1.55579
H -0.06060 -1.97477 2.64938
H 0.13288 3.40975 -1.55302
H 1.42847 2.20012 -1.58722
C -0.19490 1.72902 -0.30882
H -2.16015 0.98036 0.60344
H -0.89002 -0.34676 2.37699
C 0.80698 -2.36254 0.10118
```


Record 10
A structure of composition C7H10O at a distorted geometry. Source: OMol25; level of theory: ωB97M-V/def2-TZVPD.

Output
E_LUMO	1.093	eV
total charge	0
frontier orbital gap	0.3819	Eh
calculated total energy	-347.80769	Ha

Geometry as XYZ:
```
18
C7H10O (ωB97M-V/def2-TZVPD)
C -1.93665 -0.24647 0.73536
H 1.82194 -0.17734 1.52970
H -1.58659 0.59142 -1.80235
H 1.51823 -1.07770 -1.31292
C 2.10693 -0.80334 0.68419
H 1.71717 0.55419 -1.33259
H -0.42722 2.10515 -1.22827
H 3.29771 -0.67749 0.53556
C -1.07820 -0.97889 0.18987
C 1.39584 -0.23982 -0.65476
H 1.53339 -1.72652 0.75782
O -0.12835 1.00718 0.73523
C -1.50083 1.14787 0.37025
H -2.78431 -0.52996 1.41614
H -0.93768 -2.10471 -0.01862
H -2.00342 1.95685 0.77883
C -0.97565 1.10741 -1.07014
C -0.03233 0.09218 -0.31330
```


Record 11
The molecule C7H10O at a distorted geometry. Source: OMol25; level of theory: ωB97M-V/def2-TZVPD.

Output
E_LUMO	0.456	eV
total charge	0
frontier orbital gap	0.3480	Eh
calculated total energy	-347.90285	Ha

Geometry as XYZ:
```
18
C7H10O (ωB97M-V/def2-TZVPD)
H -3.43294 -0.88372 0.44322
O -0.55118 1.66055 -1.04668
C 1.20155 1.71033 0.59983
H 1.76960 1.04063 1.28326
C 0.98149 -1.31666 -0.12147
H 2.94027 -1.85461 -0.60011
H 0.88935 2.60473 1.09356
H -2.68676 0.66791 0.71085
H 0.82897 -2.41151 -0.02900
H -1.41284 -1.96438 0.00054
H 2.61916 -0.02649 -0.66480
C 0.13856 1.00628 -0.26324
C -0.15708 -0.38225 -0.02246
H -3.18560 0.13384 -0.90920
C -2.70930 -0.19491 0.03862
C -1.39172 -0.87909 0.03509
H 1.93655 2.10287 -0.11869
C 2.22191 -1.01352 -0.42935
```


Record 12
The molecule C7H10O at a distorted geometry. Source: OMol25; level of theory: ωB97M-V/def2-TZVPD.

Output
E_LUMO	0.776	eV
total charge	0
frontier orbital gap	0.3432	Eh
calculated total energy	-347.88383	Ha

Geometry as XYZ:
```
18
C7H10O (ωB97M-V/def2-TZVPD)
H 0.68629 1.34997 1.00063
C 1.45698 -1.90857 0.01176
C 2.64910 0.29721 -0.12310
C -1.51533 2.10397 0.03266
C 1.61127 -0.42487 0.13156
H -2.50135 2.40168 -0.28474
H -2.19796 -0.98355 0.16104
C -1.13308 0.84646 -0.05358
H -1.39922 -0.79758 -1.39625
H 2.22380 -2.33141 -0.63412
C -1.94837 -0.26486 -0.62028
H 1.52688 -2.38453 0.98981
H -0.88720 2.87906 0.43758
H -0.04319 -0.17608 1.47598
H -2.86787 0.12255 -1.05540
H 0.47937 -2.13211 -0.40573
O 3.57832 0.98884 -0.28371
C 0.28156 0.41382 0.61590
```


How do the records compare in relative energy (zero: lowest compared OMol25 entry of this formula, charge and spin)? In the order shown, they have 614.7; 504.6; 129.0; 268.4; 186.8; 526.3; 387.5; 412.7; 381.8; 408.3; 158.4; 208.3 kJ/mol.